C25H57N14O2P2S2 | the ωB97M-V functional and the def2-TZVPD basis

```
! wB97M-V def2-TZVPD RIJCOSX def2/J DEFGRID3
* xyz 1 1
C -4.66779 1.40657 0.91713
N -3.77435 2.45124 0.23150
C -2.81381 3.09090 1.20753
N -1.37697 3.16743 0.74666
C -0.81949 4.60363 0.79734
N 0.62231 4.47192 0.34475
C 0.77941 2.98633 0.06868
N 1.97069 2.47261 -0.35360
C 2.30690 1.05043 -0.71460
C 2.76604 0.11382 0.58933
C 2.34833 -1.42663 0.19816
S 3.66061 -2.71514 0.56084
C 2.68978 -4.20719 1.22329
S 3.56756 -5.32007 2.17275
N 1.19320 -4.31891 0.90084
C 0.49225 -4.81961 -0.34577
C -1.16635 -4.70356 -0.20116
N -1.39382 -4.14190 1.18962
C 0.00235 -3.92887 1.78105
N -0.47835 2.20703 0.30994
C -0.87015 0.75982 0.23172
C -1.28640 0.23589 -1.28569
N -1.50776 -1.12855 -1.44168
H -5.28011 0.88600 0.04483
H -4.05904 0.59699 1.51516
H -5.36949 2.01917 1.66020
H -3.29856 2.04135 -0.60243
H -2.87833 2.55293 2.24488
H -3.17428 4.21249 1.39627
H -1.38972 5.58858 1.15144
H 2.76981 3.17227 -0.43972
H 3.28020 1.09059 -1.40512
H 1.48847 0.50660 -1.38052
H 3.91921 0.17951 0.78036
H 2.09485 0.45444 1.48514
H 2.03782 -1.56676 -0.93770
H 1.36831 -1.67568 0.82390
H 1.03558 -5.19742 -1.31161
H -1.97679 -5.00340 -1.01724
H 0.08277 -3.46087 2.85519
H -0.02186 0.00326 0.59649
H -1.81253 0.50328 0.91800
H -1.39101 0.92541 -2.22673
H -1.77475 -1.32647 -2.45297
O -0.82236 -6.09453 -4.20097
P -1.23210 -5.62850 -5.61958
N -1.44200 -3.99142 -5.09559
C -2.38944 -3.00477 -5.60895
C -0.19292 -3.28840 -4.78621
N -2.76812 -6.43358 -5.47621
C -4.03584 -5.73507 -5.30615
C -2.80684 -7.61928 -4.60065
N -1.70314 -5.09276 -7.25039
C -2.37334 -6.08210 -8.12633
C -0.48466 -4.71688 -8.00483
H -2.15578 -2.67694 -6.62629
H -2.39444 -2.10781 -4.97721
H -3.42048 -3.34357 -5.58323
H 0.28961 -2.89730 -5.68502
H 0.52270 -3.94911 -4.28153
H -0.36475 -2.44729 -4.10574
H -4.07976 -5.18414 -4.36405
H -4.87991 -6.43811 -5.32443
H -4.24090 -5.06300 -6.14110
H -2.86038 -7.33297 -3.54208
H -1.92428 -8.24935 -4.75027
H -3.67452 -8.25093 -4.82015
H -1.81553 -7.02455 -8.16362
H -2.47085 -5.69739 -9.14917
H -3.39961 -6.29803 -7.82236
H 0.17864 -5.58119 -8.13239
H 0.08364 -3.93775 -7.49880
H -0.73701 -4.31800 -8.99412
O 0.64430 6.06175 4.27872
P 2.05197 5.71471 4.82239
N 1.72691 4.01455 4.77302
C 2.24758 2.98034 5.66406
C 1.66615 3.44732 3.42219
N 1.61913 6.29288 6.40556
C 1.39071 5.42177 7.55139
C 0.59668 7.35391 6.45835
N 3.67019 5.31577 5.44738
C 4.32057 6.30542 6.33779
C 4.60928 5.19032 4.30829
H 3.31997 2.80576 5.53546
H 1.74368 2.02297 5.48186
H 2.05300 3.17808 6.71359
H 2.66035 3.22875 3.02539
H 1.16899 4.13166 2.72374
H 1.08680 2.51778 3.40387
H 0.53113 4.76412 7.40432
H 1.21399 6.00744 8.46397
H 2.27602 4.83043 7.79096
H -0.41355 6.94210 6.33476
H 0.76747 8.10560 5.68112
H 0.62450 7.88960 7.41350
H 4.30041 7.30982 5.90017
H 5.36585 6.03277 6.52949
H 3.86901 6.35045 7.33093
H 4.70098 6.14185 3.77029
H 4.28281 4.43751 3.59221
H 5.60472 4.87985 4.64622
*
```

Computed properties:
HOMO energy = -9.72 eV
Largest force on an atom = 0.17929 Eh/bohr
E_tot = -92027.890 eV
Orbital gap = 0.232 Ha
LUMO = -0.1256 Ha

Atomic partial charges in e from the Löwdin method, atoms 1 to 5: C -0.1333; N -0.1329; C -0.1828; N -0.0774; C 0.0891

---

C25H57N6O6 | the ωB97M-V functional and the def2-TZVPD basis

```
! wB97M-V def2-TZVPD RIJCOSX def2/J DEFGRID3
* xyz 1 1
N 4.18575 -3.08111 -0.24103
C 3.40656 -2.30979 -1.24310
C 2.56599 -1.12247 -0.63544
C 1.58600 -1.69378 0.46763
N 0.23441 -1.07330 0.50110
C -0.39112 -1.03070 1.74973
C -1.71721 -0.50787 1.97454
C -2.47888 0.00208 0.82077
C -3.92761 0.55972 0.90584
O -4.16794 1.54272 1.54824
O -4.98325 -0.06709 0.28750
C -1.80915 -0.02268 -0.48946
C -0.45509 -0.58855 -0.57634
H 4.05476 -2.74721 0.71633
H 3.89140 -4.05863 -0.26001
H 2.68593 -3.02994 -1.73656
H 4.15351 -1.90837 -1.98915
H 3.27145 -0.41214 -0.10874
H 2.07728 -0.52892 -1.44733
H 1.55443 -2.81498 0.38536
H 2.05698 -1.46123 1.46500
H 0.15914 -1.44149 2.63002
H -2.18174 -0.50857 2.99298
H -4.77501 -1.00501 0.07537
H -2.37075 0.36958 -1.36485
H 0.01042 -0.61090 -1.59487
C -6.67740 -6.40194 -0.54340
C -5.75503 -5.70492 0.45223
C -6.11740 -4.22825 0.69784
O -5.72323 -3.34389 -0.34753
C -6.62180 -3.29501 -1.44801
N -4.36675 -5.85361 -0.00274
H -6.46983 -6.11865 -1.57614
H -6.55211 -7.48445 -0.47982
H -7.72556 -6.17707 -0.33094
H -5.85851 -6.22784 1.40809
H -5.57142 -3.89314 1.58517
H -7.18280 -4.10780 0.92482
H -7.66190 -3.41093 -1.13479
H -6.35939 -4.05520 -2.18541
H -6.51247 -2.32099 -1.92876
H -3.74708 -5.47344 0.70995
H -4.23807 -5.22560 -0.79449
C 7.85386 1.53134 -3.88706
C 6.69705 0.66261 -3.40270
C 5.54800 1.46756 -2.76572
O 5.81160 1.92155 -1.44526
C 6.57549 3.11515 -1.37149
N 7.22126 -0.35509 -2.48342
H 8.47986 1.88927 -3.06882
H 8.50081 0.95981 -4.55535
H 7.48766 2.39865 -4.44252
H 6.28808 0.15136 -4.28057
H 4.68170 0.80262 -2.67788
H 5.23656 2.30052 -3.40806
H 6.35048 3.79896 -2.19421
H 7.64173 2.88295 -1.35141
H 6.33016 3.61325 -0.43184
H 6.46785 -0.99353 -2.23590
H 7.43865 0.11233 -1.60472
C 5.30524 0.98836 2.94558
C 3.92918 0.33603 3.02904
C 3.00993 0.96670 4.09207
O 3.31122 0.58937 5.42334
C 4.36717 1.32531 6.02432
N 4.10057 -1.10718 3.25054
H 5.95766 0.69495 3.76835
H 5.80747 0.69454 2.02117
H 5.22301 2.07786 2.94553
H 3.44555 0.47846 2.05443
H 1.99048 0.60620 3.91042
H 2.97515 2.05855 3.99609
H 4.38449 2.36626 5.69106
H 5.32677 0.84576 5.82319
H 4.21311 1.31125 7.10395
H 3.18602 -1.55345 3.21111
H 4.38650 -1.23264 4.22045
C -5.55833 4.21384 0.19708
C -6.22718 3.91921 -1.14203
C -5.22781 3.60395 -2.27155
O -4.56698 4.74000 -2.80673
C -3.44948 5.18198 -2.05695
N -7.10366 5.04200 -1.49251
H -5.11294 5.20913 0.23381
H -6.29133 4.16442 1.00474
H -4.77870 3.48227 0.41359
H -6.85117 3.03008 -1.00222
H -5.79019 3.17449 -3.10597
H -4.49877 2.84183 -1.96157
H -2.90834 4.35003 -1.59538
H -3.76168 5.89998 -1.29632
H -2.77158 5.69926 -2.73821
H -7.62105 4.80247 -2.33564
H -6.50665 5.81283 -1.78752
*
```

Computed properties:
HOMO energy = -10.81 eV
Largest force on an atom = 0.05849 Eh/bohr
E_tot = -48064.986 eV
Orbital gap = 0.215 Ha
LUMO = -0.1828 Ha

Atomic partial charges in e from the Löwdin method, atoms 1 to 5: N -0.0014; C -0.2670; C -0.1521; C -0.1134; N -0.0439

---

Question: What is the LUMO in the second record?
Answer: -0.1828 Ha